[1]
Below is a molecular structure, C46H43F5N10O2S3TeTi at a distorted geometry, with properties calculated with wB97M-V/def2-TZVPD.

**Energy**: -5287.52560 a.u.
**E_HOMO**: -12.6 eV
**Total charge**: +2
**Energy above the lowest of the compared OMol25 structures with the same formula, charge and spin**: 258.2 kJ/mol
**LUMO level**: -5.773 eV
**Gap between HOMO and LUMO**: 6.82 eV

Each line ends with the Mulliken charge.
Positions of all 111 atoms, in Å:
Ti: -0.9323 -0.0439 1.7378  -0.762
N: -0.4597 -1.2380 0.3690  1.260
S: -0.2082 -1.7417 -0.9961  1.020
N: -0.0510 -0.6078 -2.1626  0.262
S: 1.1609 0.3459 -2.2533  0.849
N: 1.6501 1.0921 -0.9831  0.457
S: 0.7250 2.0408 -0.0458  1.897
N: -0.4465 1.4229 0.6326  0.747
C: 0.1305 3.3672 -1.0526  0.067
C: -1.2503 3.4940 -1.1567  -0.449
C: -1.7647 4.5202 -1.9352  -0.899
C: -0.9055 5.3966 -2.5842  -0.717
C: 0.4744 5.2475 -2.4780  -1.177
C: 1.0057 4.2252 -1.7127  -0.257
C: 2.0650 2.6990 0.9137  0.382
C: 3.0213 1.8065 1.3901  -0.453
C: 4.0414 2.2902 2.1872  -1.306
C: 4.1126 3.6464 2.4838  -0.738
C: 3.1508 4.5230 2.0010  -0.956
C: 2.1040 4.0512 1.2224  -0.087
C: 0.7241 1.4032 -3.5956  0.455
C: 1.7352 2.2150 -4.1072  -0.841
C: 1.4350 3.0388 -5.1754  -0.894
C: 0.1471 3.0472 -5.7080  -0.611
C: -0.8463 2.2372 -5.1767  -0.870
C: -0.5643 1.4000 -4.1059  -0.311
C: 2.6373 -0.4282 -2.8237  0.504
C: 2.5391 -1.0997 -4.0407  -1.064
C: 3.6813 -1.6765 -4.5606  -0.865
C: 4.8868 -1.5812 -3.8672  -0.635
C: 4.9576 -0.9129 -2.6537  -0.806
C: 3.8221 -0.3208 -2.1157  -0.051
C: 1.2793 -2.6945 -0.9683  0.174
C: 2.0495 -2.5949 0.1855  -0.764
C: 3.2395 -3.3040 0.2486  -0.838
C: 3.6326 -4.0955 -0.8222  -0.734
C: 2.8436 -4.1902 -1.9658  -1.048
C: 1.6556 -3.4858 -2.0508  -0.197
C: -1.4281 -2.7346 -1.7861  0.406
C: -2.3703 -2.1422 -2.6278  -0.598
C: -3.3228 -2.9504 -3.2168  -0.922
C: -3.3217 -4.3208 -2.9713  -0.545
C: -2.3832 -4.8898 -2.1239  -0.951
C: -1.4273 -4.0964 -1.5118  -0.312
H: -1.8920 2.8053 -0.6245  0.430
H: -2.8367 4.6372 -2.0298  0.525
H: -1.3122 6.2039 -3.1805  0.467
H: 1.1369 5.9319 -2.9920  0.500
H: 2.0792 4.0967 -1.6312  0.673
H: 2.9550 0.7534 1.1538  0.534
H: 4.7843 1.6085 2.5794  0.504
H: 4.9241 4.0204 3.0955  0.450
H: 3.2133 5.5800 2.2306  0.533
H: 1.3370 4.7285 0.8723  0.468
H: 2.7351 2.1911 -3.6881  0.515
H: 2.2060 3.6700 -5.5991  0.502
H: -0.0802 3.6915 -6.5489  0.464
H: -1.8429 2.2477 -5.6000  0.534
H: -1.3185 0.7500 -3.6830  0.477
H: 1.5924 -1.1602 -4.5677  0.532
H: 3.6360 -2.1968 -5.5087  0.487
H: 5.7799 -2.0323 -4.2824  0.461
H: 5.8997 -0.8417 -2.1253  0.524
H: 3.8533 0.2186 -1.1772  0.528
H: 1.7027 -1.9967 1.0168  0.480
H: 3.8480 -3.2546 1.1430  0.534
H: 4.5612 -4.6519 -0.7650  0.447
H: 3.1492 -4.8266 -2.7874  0.482
H: 1.0327 -3.5500 -2.9353  0.648
H: -2.3621 -1.0767 -2.8012  0.499
H: -4.0770 -2.5122 -3.8574  0.523
H: -4.0747 -4.9462 -3.4350  0.444
H: -2.4023 -5.9522 -1.9205  0.447
H: -0.7140 -4.5289 -0.8227  0.643
N: 0.1355 4.7825 3.7569  -0.295
C: -0.4612 3.6586 3.3688  0.587
N: -1.7433 3.6568 3.0190  -0.263
O: 0.2647 2.6026 3.2422  -0.086
H: -0.3961 5.6072 3.9812  0.227
H: 1.0508 4.6867 4.1658  0.266
H: -2.3399 4.4387 3.2300  0.261
H: -2.1731 2.7681 2.8144  0.070
N: -2.8559 0.1275 1.1579  -0.313
C: -3.4486 -0.7756 0.7039  0.875
C: -4.1496 -1.8639 0.2437  0.728
C: -3.7176 -3.1534 0.6734  -0.106
N: -3.3204 -4.1735 1.0379  -0.538
C: -5.1807 -1.7016 -0.7268  -0.155
N: -5.9909 -1.5715 -1.5361  -0.562
C: -2.8105 -2.2074 5.9375  -1.716
C: -2.9604 -3.0104 4.6312  2.298
C: -2.5240 -4.4703 4.8168  -1.727
C: -4.4127 -2.9305 4.1433  -1.628
C: -2.0466 -2.3801 3.6409  -0.260
N: -1.3489 -1.8491 2.8969  0.032
H: -3.5481 -2.5798 6.6494  0.481
H: -2.9903 -1.1452 5.7752  0.323
H: -1.8153 -2.3256 6.3654  0.387
H: -3.2091 -4.9440 5.5205  0.436
H: -1.5129 -4.5305 5.2210  0.392
H: -2.5641 -5.0139 3.8718  0.370
H: -5.0470 -3.3139 4.9425  0.498
H: -4.5701 -3.5349 3.2586  0.369
H: -4.7083 -1.8997 3.9364  0.352
F: -0.9234 0.3175 6.0441  -0.273
Te: -0.1281 0.9130 4.4774  1.386
F: 1.5926 1.3024 4.9462  -0.370
F: 0.7936 0.1777 2.6262  -0.446
F: 0.4871 -0.8283 4.6794  -0.375
F: -0.5209 2.4692 5.4653  -0.392
O: -1.6450 0.7269 3.4573  -0.912

Forces on atoms 1 to 6 (eV/Å):
Ti 0.03 0.01 -1.56
N -0.23 -0.51 -0.04
S 0.34 0.17 -0.15
N 0.00 -0.24 -0.03
S 0.01 0.04 -0.09
N -0.01 0.12 -0.04


[2]
Below is 2 unconnected molecules or ions with the total composition CHF2O4S at a distorted geometry, with properties calculated with wB97M-V/def2-TZVPD.

**Energy**: -937.65030 a.u.
**E_HOMO**: -4.2 eV
**Total charge**: -1
**Energy above the lowest of the compared OMol25 structures with the same formula, charge and spin**: 38.8 kJ/mol
**LUMO level**: 3.845 eV
**Gap between HOMO and LUMO**: 8.07 eV

Each line ends with the Mulliken charge.
Positions of all 9 atoms, in Å:
C: -0.5284 0.7726 -1.3923  0.682
O: -0.9659 -0.5781 2.4177  -0.602
O: 0.0538 -1.8338 0.5783  -0.641
O: 1.2350 0.2586 1.1057  -0.590
O: -1.5694 1.2778 -1.5469  -0.436
F: 0.6082 1.3660 -1.0411  -0.144
F: -0.1908 -0.3790 -1.8511  -0.153
S: -0.4020 -0.5199 1.0988  0.583
H: 1.7595 -0.3643 0.6308  0.302

Forces on atoms 1 to 6 (eV/Å):
C 1.24 0.90 -0.34
O 0.06 0.20 1.64
O -0.30 0.12 0.32
O -1.37 0.55 1.78
O -0.94 0.68 0.28
F -0.72 0.53 -0.21


[3]
Below is 4 unconnected molecules or ions with the total composition C24H45BrClN3O11PS at a distorted geometry, with properties calculated with wB97M-V/def2-TZVPD.

**Energy**: -5706.80437 a.u.
**E_HOMO**: -12.1 eV
**Total charge**: +1
**Energy above the lowest of the compared OMol25 structures with the same formula, charge and spin**: 304.0 kJ/mol
**LUMO level**: -3.765 eV
**Gap between HOMO and LUMO**: 8.35 eV

Each line ends with the Mulliken charge.
Positions of all 87 atoms, in Å:
C: -0.2313 1.7401 5.2078  -0.043
C: -0.2991 2.6240 4.3700  -0.510
C: -0.0807 3.8734 3.4591  -0.057
C: -1.3705 4.7919 3.3696  -0.914
C: -2.6825 4.0104 2.9223  -0.870
C: -2.7880 3.7440 1.3661  0.070
C: -2.0296 2.5069 0.7002  0.021
C: -2.2942 1.0346 1.2352  -0.743
C: -1.0660 0.3587 1.9801  -0.210
C: -1.0717 -1.1959 1.5526  -0.638
C: -1.8900 -2.0522 2.6395  -0.927
N: -2.5715 2.7115 -0.7080  0.124
P: -1.2838 2.9435 -1.8524  0.315
O: -0.4269 4.3720 -1.5923  -0.467
O: -0.1731 1.6883 -1.5265  -0.483
S: -1.8215 2.7398 -3.7037  -0.441
C: -3.6502 3.6589 -0.7345  0.412
N: -4.2309 4.2268 -1.7559  0.033
Cl: -5.5570 5.3014 -1.5242  0.065
N: -4.0839 3.8683 0.6615  0.094
C: -5.0799 2.7528 0.7815  -0.959
C: -5.6223 2.4863 2.2372  0.141
C: -6.3896 1.0723 2.1672  -0.943
Br: -7.0289 3.8058 2.7698  -0.106
H: -0.1573 0.7083 5.6393  0.383
H: 0.7829 4.4942 3.8231  0.453
H: 0.1580 3.4889 2.4267  -0.061
H: -1.2140 5.7290 2.7457  0.396
H: -1.5559 5.1732 4.4266  0.386
H: -2.8266 3.0578 3.5067  0.229
H: -3.5529 4.6915 3.2019  0.279
H: -2.1868 4.6214 0.9422  0.279
H: -0.9194 2.6995 0.7422  0.992
H: -2.6737 0.4349 0.3436  0.494
H: -3.1922 1.0970 1.9346  -0.348
H: -0.0693 0.8367 1.7719  0.419
H: -1.3325 0.3486 3.0820  0.031
H: -0.0297 -1.6264 1.5390  0.328
H: -1.5696 -1.3739 0.5573  0.311
H: -2.9445 -1.6535 2.7273  0.175
H: -1.8847 -3.1415 2.3219  0.278
H: -1.3720 -1.9218 3.6362  0.279
H: 0.3079 4.1550 -0.9802  0.373
H: 0.7389 1.9866 -1.7222  0.355
H: -3.9111 4.0466 -2.7197  0.228
H: -4.7485 1.7602 0.3551  0.257
H: -5.9831 3.0674 0.1615  0.496
H: -4.8361 2.3572 3.0273  0.128
H: -5.5588 0.2934 2.2617  0.170
H: -6.8552 0.8944 1.1557  0.306
H: -7.0830 0.9107 3.0340  0.415
C: 1.2676 0.0784 -3.9185  -0.595
O: 2.6857 0.1435 -3.7722  -0.269
C: 3.3306 0.6048 -4.8580  0.753
O: 2.8170 0.9484 -5.8899  -0.535
O: 4.6417 0.6138 -4.5875  -0.297
C: 5.4605 1.0845 -5.6613  -0.731
H: 0.8510 -0.3059 -2.9878  0.155
H: 0.8544 1.0705 -4.0932  0.207
H: 0.9954 -0.6061 -4.7233  0.391
H: 5.2134 2.1177 -5.9094  0.324
H: 5.3548 0.4417 -6.5361  0.326
H: 6.4966 1.0467 -5.3276  0.246
C: -0.7605 -5.4814 0.2184  -0.628
O: -0.4380 -5.5572 1.6064  -0.191
C: 0.1471 -6.7087 1.9735  0.713
O: 0.4040 -7.6326 1.2469  -0.531
O: 0.3938 -6.6474 3.2882  -0.307
C: 1.0206 -7.8147 3.8215  -0.629
H: -1.2261 -4.5125 0.0377  0.118
H: 0.1419 -5.5499 -0.3913  0.324
H: -1.4712 -6.2625 -0.0557  0.337
H: 1.9936 -7.9764 3.3553  0.292
H: 0.3809 -8.6888 3.6912  0.293
H: 1.1705 -7.6515 4.8879  0.220
C: 9.2562 -4.0383 -2.7564  -0.621
O: 7.8701 -3.8910 -2.4484  -0.324
C: 7.2052 -3.0792 -3.2809  0.759
O: 7.6741 -2.4941 -4.2246  -0.547
O: 5.9273 -3.0307 -2.8813  -0.330
C: 5.0959 -2.1944 -3.6863  -0.557
H: 9.6885 -4.7140 -2.0196  0.220
H: 9.3861 -4.4768 -3.7470  0.291
H: 9.7699 -3.0780 -2.6896  0.293
H: 5.0614 -2.5613 -4.7144  0.321
H: 5.4436 -1.1653 -3.6565  0.295
H: 4.0884 -2.2303 -3.2733  0.218

Forces on atoms 1 to 6 (eV/Å):
C -0.10 -0.86 -1.19
C 1.00 1.26 0.19
C -0.86 -0.69 0.12
C -0.31 -0.37 0.83
C -0.98 0.39 0.01
C 2.49 0.82 0.37


[4]
Below is C16H14N4O2S in the gas phase at a distorted geometry, with properties calculated with wB97M-V/def2-TZVPD.

**Energy**: -1385.84671 a.u.
**E_HOMO**: -8.6 eV
**SMILES**: O=C(NCc1cccc(O)c1)Nc1nc(-c2ccncc2)cs1
**Energy above the lowest of the compared OMol25 structures with the same formula, charge and spin**: 68.1 kJ/mol
**LUMO level**: 0.177 eV
**Gap between HOMO and LUMO**: 8.77 eV

Each line ends with the Mulliken charge.
Positions of all 37 atoms, in Å:
O: -1.6369 -3.1268 0.8849  -0.658
C: -1.4644 -1.9974 0.4859  0.616
N: -2.0431 -0.9014 1.0142  0.044
H: -1.8078 0.0168 0.6764  0.109
C: -2.7427 -0.9571 2.2851  -1.448
C: -1.8928 -0.3605 3.3775  0.593
C: -2.1199 0.9341 3.8209  -0.597
C: -1.3033 1.4978 4.7938  0.864
C: -0.2460 0.7608 5.3181  -0.548
C: -0.0183 -0.5254 4.8689  -0.615
C: -0.8338 -1.0886 3.9024  -0.471
H: -0.6562 -2.0936 3.5514  0.478
H: 0.8021 -1.0947 5.2787  0.380
H: 0.3777 1.2136 6.0719  0.427
O: -1.4992 2.7611 5.2558  -0.543
H: -2.2640 3.1572 4.8210  0.280
H: -2.9428 1.5086 3.4132  0.228
H: -2.9429 -2.0122 2.4839  0.455
H: -3.6891 -0.4180 2.1873  0.432
N: -0.6582 -1.8059 -0.6429  -0.092
C: -0.1125 -0.7225 -1.2545  0.519
N: 0.5942 -0.8393 -2.3200  -0.491
C: 1.0803 0.3546 -2.7730  -0.012
C: 0.7264 1.4300 -2.0120  -0.599
S: -0.2464 0.9471 -0.6745  -0.177
H: 0.9642 2.4655 -2.1371  0.332
C: 1.8975 0.3744 -3.9788  0.908
C: 2.4216 1.5518 -4.5134  -0.529
C: 3.1875 1.4723 -5.6635  -0.336
N: 3.4551 0.3397 -6.2912  -0.630
C: 2.9588 -0.7773 -5.7855  -0.409
C: 2.1803 -0.8202 -4.6425  -0.239
H: 1.7915 -1.7489 -4.2583  0.467
H: 3.2003 -1.6818 -6.3283  0.373
H: 3.6117 2.3631 -6.1088  0.375
H: 2.2395 2.5076 -4.0485  0.273
H: -0.3684 -2.6847 -1.0586  0.242

Forces on atoms 1 to 6 (eV/Å):
O -0.04 -0.36 0.23
C 0.14 0.12 -0.47
N -0.11 0.38 -0.01
H -0.09 -0.13 0.00
C 0.00 -0.07 0.10
C -0.02 0.01 0.10


[5]
Below is 2 unconnected molecules or ions with the total composition C5H16NO2 at a distorted geometry, with properties calculated with wB97M-V/def2-TZVPD.

**Energy**: -405.01836 a.u.
**E_HOMO**: -14.9 eV
**Total charge**: +1
**Energy above the lowest of the compared OMol25 structures with the same formula, charge and spin**: 267.2 kJ/mol
**LUMO level**: -2.992 eV
**Gap between HOMO and LUMO**: 11.87 eV

Each line ends with the Mulliken charge.
Positions of all 24 atoms, in Å:
C: 0.4970 -1.9326 -1.8764  -1.254
C: -0.1073 -0.8779 -0.9108  0.100
C: 0.2664 -1.2575 0.5214  -0.988
C: -0.2433 -0.4634 1.6743  -0.233
C: -1.4824 0.3335 1.4574  -0.499
O: -0.9544 1.8236 1.1822  -0.547
N: 0.4402 0.4506 -1.1385  -0.237
H: 0.1147 -2.9595 -1.7260  0.363
H: 1.6114 -1.7702 -2.0229  0.355
H: 0.1844 -1.4776 -2.9092  0.354
H: -1.3272 -0.7725 -0.9713  0.130
H: 1.2963 -1.6056 0.5796  0.330
H: -0.3844 -2.1412 0.7302  0.396
H: 0.6859 0.3085 2.0541  0.283
H: -0.4529 -1.3528 2.4230  0.315
H: -2.2243 0.0083 0.6067  0.324
H: -1.9572 0.3467 2.5106  0.313
H: -1.7728 2.3179 0.9977  0.264
H: 1.2934 0.5631 -0.5354  0.470
H: -0.2093 1.1594 -0.5969  0.415
H: 0.3989 0.7121 -2.1446  0.352
H: 0.7809 2.8458 0.5141  0.292
H: 2.1002 3.1924 -0.3461  0.275
O: 1.4459 2.5490 -0.0733  -0.573

Forces on atoms 1 to 6 (eV/Å):
C -0.37 2.88 -2.62
C -2.05 -1.76 0.98
C -2.01 -2.32 -0.90
C 3.03 0.53 2.35
C -0.77 2.21 1.21
O -1.80 -2.64 -0.43